1.
Density functional theory data (ωB97M-V with the def2-TZVPD basis set) for a structure of composition C21H18N4O5Ru.

Cartesian coordinates (Å):
Ru: -0.3547 -0.5896 0.5107
C: -3.0015 4.2456 -0.1055
C: -1.7195 4.3972 -0.6314
C: -0.7327 3.4889 -0.3168
C: -1.0338 2.3946 0.5213
C: -2.3461 2.2183 1.0003
C: -3.3099 3.1586 0.7084
N: -0.0756 1.4524 0.8518
C: 1.2211 1.7950 1.1360
C: 1.6710 3.0954 1.4331
C: 3.0055 3.3058 1.7125
C: 3.9273 2.2525 1.7287
C: 3.5045 0.9537 1.5090
C: 2.1628 0.7357 1.2333
N: 1.5968 -0.5376 1.0881
N: 2.2730 -1.5730 1.2741
C: 1.5093 -2.7431 1.1574
C: 2.0987 -3.9659 1.4007
C: 1.2944 -5.1004 1.3392
C: -0.0498 -4.9589 1.0484
C: -0.5664 -3.6913 0.8037
N: 0.1964 -2.6020 0.8484
H: -3.7696 4.9677 -0.3465
H: -1.5027 5.2195 -1.2987
H: 0.2524 3.5735 -0.7562
H: -2.5801 1.3652 1.6209
H: -4.3088 3.0489 1.1060
H: 0.9714 3.9169 1.4817
H: 3.3428 4.3069 1.9444
H: 4.9661 2.4528 1.9488
H: 4.1881 0.1188 1.5653
H: 3.1502 -4.0136 1.6435
H: 1.7177 -6.0772 1.5290
H: -0.7099 -5.8135 1.0092
H: -1.6105 -3.5410 0.5694
O: 1.2922 -0.4541 -3.6695
C: 0.5260 -0.7602 -2.6548
O: 0.5722 -0.1672 -1.5842
C: -0.3982 -1.9118 -2.9722
O: -1.1772 -2.2833 -1.8660
C: -2.5540 -1.9362 -1.9314
C: -2.8647 -0.6750 -1.1350
O: -3.6868 0.1261 -1.4396
O: -2.1618 -0.5626 0.0300
H: 1.8645 0.3014 -3.4555
H: -1.0000 -1.6172 -3.8371
H: 0.2178 -2.7570 -3.2882
H: -2.8853 -1.7951 -2.9598
H: -3.1225 -2.7646 -1.5047

Properties
Energy relative to the best compared isomer or geometry (same formula, charge and spin)   0.00 kJ/mol
Multiplicity   5
Gap between HOMO and LUMO (alpha / beta)   6.203 / 5.888 eV
E   -40832.228 eV
Total charge   +2


2.
Density functional theory data (ωB97M-V with the def2-TZVPD basis set) for an isolated molecule of C3H4N2O2 in a non-equilibrium geometry.

Cartesian coordinates (Å):
O: 2.6930 -0.3778 0.0846
C: 1.4907 -0.3571 0.0078
N: 0.7241 0.6741 -0.3470
C: -0.6837 0.7497 0.1216
C: -1.3119 -0.6408 -0.0866
N: -0.5449 -1.6380 -0.1081
O: 0.8971 -1.5219 -0.1095
H: 1.0319 1.5743 -0.4308
H: -1.1456 1.5287 -0.5578
H: -0.7722 0.9433 1.2635
H: -2.3786 -0.9345 0.1624

Properties
Energy relative to the best compared isomer or geometry (same formula, charge and spin)   356.67 kJ/mol
Gap between HOMO and LUMO   10.781 eV
E   -10248.568 eV


3.
Density functional theory data (ωB97M-V with the def2-TZVPD basis set) for an isolated molecule of C5H8S2 in a non-equilibrium geometry.

Cartesian coordinates (Å):
C: 1.0597 1.6416 -0.1440
C: -0.0254 0.6617 -0.1086
C: 0.1481 -0.6979 -0.0641
C: 1.3892 -1.4308 0.0710
S: -1.3520 -1.6409 -0.2150
C: -2.5501 -0.2733 0.0943
S: -1.6663 1.3341 -0.0644
H: 1.3470 1.8715 -1.1876
H: 0.7421 2.5969 0.3074
H: 1.9967 1.3770 0.3648
H: 1.5710 -1.6433 1.1184
H: 1.4063 -2.3428 -0.4902
H: 2.3183 -0.8319 -0.2136
H: -3.4211 -0.3305 -0.6085
H: -2.9638 -0.2914 1.1401

Properties
Energy relative to the best compared isomer or geometry (same formula, charge and spin)   57.32 kJ/mol
Gap between HOMO and LUMO   8.088 eV
E   -26984.564 eV


4.
Density functional theory data (ωB97M-V with the def2-TZVPD basis set) for an isolated molecule of C5H3ClF4O in a non-equilibrium geometry.

Cartesian coordinates (Å):
C: -0.8497 1.7437 1.6819
C: -0.1109 1.0386 1.0645
C: -1.0703 -1.1669 -0.1355
C: 0.3479 -0.0004 0.2736
C: 0.8965 0.4066 -1.1361
O: 1.3410 -0.7899 0.9360
F: -1.6982 -1.3460 1.0854
F: -1.8803 -0.7401 -1.0513
F: 1.1024 -0.6351 -2.0076
F: 2.2180 0.9440 -1.0493
Cl: -0.1504 1.6740 -1.8169
H: -1.2822 2.4141 2.3635
H: -0.5689 -2.1403 -0.4005
H: 1.7051 -1.4023 0.1922

Properties
Multiplicity   3
Gap between HOMO and LUMO (alpha / beta)   6.166 / 7.257 eV
E   -30665.040 eV